# 1
ORCA calculation (ωB97M-V/def2-TZVPD) on a single C15H19N3O2 molecule.

XYZ file:
```
39
Properties=species:S:1:pos:R:3:mulliken_charge:R:1
C 1.676 -3.065 -0.887 -0.831
C 0.899 -2.438 -1.749 -0.046
C 0.462 -1.004 -1.648 -0.792
N 0.963 -0.332 -0.479 0.540
C 0.480 -0.410 0.798 0.095
C -0.745 -1.186 1.176 0.299
C -0.526 -1.930 2.488 -1.722
N -1.868 -0.266 1.315 -0.178
C -2.659 0.071 0.276 0.661
O -2.558 -0.437 -0.822 -0.699
C -3.697 1.139 0.640 -0.639
O -4.647 1.397 -0.354 -0.361
C -4.138 2.070 -1.485 -0.645
N 1.159 0.305 1.653 -0.749
C 2.172 0.883 0.935 0.356
C 3.195 1.732 1.340 -0.772
C 4.091 2.155 0.382 -0.418
C 3.985 1.750 -0.951 -0.637
C 2.977 0.909 -1.374 -1.047
C 2.068 0.481 -0.418 1.113
H 1.951 -4.096 -1.020 0.303
H 2.077 -2.576 -0.014 0.244
H 0.512 -2.949 -2.620 0.382
H 0.813 -0.458 -2.529 0.504
H -0.635 -0.955 -1.650 0.140
H -1.009 -1.885 0.377 0.325
H -1.450 -2.403 2.810 0.443
H 0.234 -2.695 2.355 0.373
H -0.184 -1.233 3.248 0.376
H -1.897 0.266 2.170 0.325
H -3.154 2.061 0.912 0.371
H -4.265 0.795 1.510 0.341
H -4.994 2.261 -2.129 0.229
H -3.407 1.461 -2.020 0.247
H -3.677 3.024 -1.197 0.297
H 3.275 2.040 2.371 0.446
H 4.899 2.814 0.663 0.380
H 4.713 2.104 -1.666 0.394
H 2.907 0.596 -2.406 0.352
```

Values from the calculation:
Energy above the lowest of the compared OMol25 structures with the same formula, charge and spin: 34.6 kcal/mol
Lowest unoccupied orbital energy: 0.80 eV
Max |F|: 0.8 eV/A
Gap between HOMO and LUMO: 9.25 eV
M: 273.336 g/mol
DFT total energy: -24428.7109 eV
SMILES string: C=CCn1c([C@@H](C)NC(=O)COC)nc2ccccc21
Highest occupied orbital energy: -8.46 eV


# 2
ORCA calculation (ωB97M-V/def2-TZVPD) on a gas-phase ion, C2H5F2N3 (charge +2) in a non-equilibrium geometry.

XYZ file:
```
12
Properties=species:S:1:pos:R:3:mulliken_charge:R:1
N -1.017 0.646 -2.094 -0.158
C -0.105 0.443 -1.212 0.635
F 1.122 0.281 -1.592 -0.100
N -0.298 0.161 0.135 -0.109
C 0.690 -0.232 0.952 0.617
N 0.550 -0.787 2.255 -0.279
F 1.922 0.043 0.623 -0.092
H -1.977 0.533 -1.940 0.256
H -0.635 0.565 -2.984 0.296
H -1.348 0.187 0.434 0.331
H -0.362 -1.033 2.720 0.296
H 1.458 -0.808 2.703 0.305
```

Values from the calculation:
Energy above the lowest of the compared OMol25 structures with the same formula, charge and spin: 4.5 kcal/mol
Lowest unoccupied orbital energy: -10.71 eV
Max |F|: 6.4 eV/A
Gap between HOMO and LUMO: 11.06 eV
M: 109.079 g/mol
DFT total energy: -12040.6681 eV
Net charge: +2
SMILES string: N/C(F)=[NH+]/C(=[NH2+])F
Highest occupied orbital energy: -21.77 eV


# 3
ORCA calculation (ωB97M-V/def2-TZVPD) on 3 unconnected molecules or ions with the total composition C30H66BN4O6S4 in a non-equilibrium geometry.

XYZ file:
```
111
Properties=species:S:1:pos:R:3:mulliken_charge:R:1
C 5.615 3.888 0.236 -1.084
C 6.275 2.875 -0.712 -0.733
N 5.252 2.068 -1.408 0.374
C 5.276 2.164 -2.866 -0.527
C 4.114 3.078 -3.356 -1.248
C 5.076 0.789 -0.897 -0.265
S 4.478 0.587 0.603 -0.108
S 5.520 -0.690 -1.807 -0.223
C 3.910 -1.077 -2.602 -0.503
C 2.981 -1.921 -1.734 -0.623
C 1.499 -1.581 -1.986 -0.324
B 0.758 -0.806 -0.767 0.972
O 1.608 -0.191 0.265 -0.295
C 0.716 0.261 1.241 -0.118
C -0.547 -0.693 1.058 0.221
C -1.888 0.085 0.905 -0.676
C -2.791 -0.495 -0.165 0.421
C -3.999 0.404 -0.521 -0.892
S -3.819 1.272 -2.118 -0.093
C -4.114 2.989 -1.704 0.290
S -5.326 3.303 -0.614 -0.312
N -3.440 3.965 -2.342 0.047
C -2.244 3.582 -3.103 -1.376
C -1.045 3.058 -2.301 -0.229
C -3.304 5.229 -1.616 -0.857
C -2.558 5.172 -0.281 -0.853
O -0.221 -1.581 0.059 -0.724
H 6.214 4.055 1.124 0.362
H 5.394 4.823 -0.270 0.332
H 4.668 3.505 0.587 0.241
H 6.865 2.205 -0.098 0.399
H 6.880 3.441 -1.410 0.418
H 6.190 2.637 -3.211 0.361
H 5.157 1.217 -3.372 0.466
H 3.327 3.057 -2.614 0.292
H 3.711 2.653 -4.271 0.351
H 4.448 4.083 -3.591 0.378
H 4.087 -1.511 -3.577 0.455
H 3.401 -0.130 -2.756 0.174
H 3.128 -2.974 -1.978 0.342
H 3.276 -1.809 -0.697 0.367
H 1.450 -0.977 -2.894 0.377
H 0.918 -2.475 -2.208 -0.419
H 0.110 0.152 -1.235 -0.591
H 1.141 0.124 2.237 -0.233
H 0.523 1.334 1.090 0.107
H -0.619 -1.163 2.044 0.328
H -2.404 0.022 1.863 0.307
H -1.734 1.151 0.742 -0.100
H -2.201 -0.611 -1.064 -0.480
H -3.163 -1.467 0.136 0.383
H -4.850 -0.256 -0.640 0.297
H -4.272 1.109 0.256 0.565
H -1.918 4.476 -3.626 0.412
H -2.510 2.886 -3.886 0.504
H -1.274 2.907 -1.257 -0.037
H -0.178 3.694 -2.431 0.463
H -0.762 2.095 -2.692 0.123
H -4.280 5.671 -1.469 0.471
H -2.761 5.904 -2.269 0.398
H -2.748 6.069 0.296 0.361
H -1.492 5.166 -0.491 0.275
H -2.777 4.281 0.285 0.225
C -3.779 -7.556 -4.932 -0.721
O -2.624 -7.534 -4.119 -0.343
C -1.455 -7.066 -4.786 -0.839
C -1.007 -5.730 -4.231 -0.130
N -1.935 -4.669 -4.599 -0.337
C -1.690 -3.396 -3.912 -0.962
C -1.872 -3.353 -2.400 0.795
O -3.221 -3.527 -1.981 -0.402
C -3.637 -4.865 -1.820 -0.651
H -4.568 -8.055 -4.370 0.239
H -4.117 -6.545 -5.180 0.303
H -3.601 -8.116 -5.856 0.341
H -1.609 -7.010 -5.868 0.422
H -0.667 -7.801 -4.598 0.396
H -0.018 -5.491 -4.632 0.355
H -0.919 -5.836 -3.142 0.190
H -2.877 -4.970 -4.384 0.185
H -2.379 -2.667 -4.347 0.390
H -0.679 -3.059 -4.154 0.396
H -1.585 -2.355 -2.067 -0.654
H -1.209 -4.046 -1.871 0.269
H -2.814 -5.517 -1.514 0.320
H -4.092 -5.256 -2.737 0.178
H -4.403 -4.887 -1.043 0.286
C -0.500 -0.603 8.770 -0.720
O -0.478 0.810 8.695 -0.341
C 0.821 1.376 8.823 -0.793
C 1.269 2.007 7.522 -0.171
N 1.546 0.993 6.513 -0.324
C 1.765 1.525 5.167 -0.782
C 0.596 2.222 4.480 -0.777
O -0.478 1.362 4.156 -0.212
C -1.432 1.161 5.179 -0.739
H -1.543 -0.914 8.800 0.241
H -0.028 -1.060 7.894 0.305
H -0.003 -0.959 9.678 0.340
H 1.548 0.636 9.171 0.409
H 0.753 2.160 9.584 0.389
H 2.180 2.588 7.701 0.347
H 0.479 2.699 7.200 0.188
H 0.768 0.348 6.477 0.093
H 2.060 0.683 4.538 0.435
H 2.618 2.210 5.197 0.427
H 0.967 2.600 3.524 0.385
H 0.237 3.097 5.038 0.488
H -1.531 2.035 5.829 0.333
H -1.187 0.280 5.782 0.203
H -2.394 0.970 4.702 0.309
```

Values from the calculation:
Lowest unoccupied orbital energy: 2.47 eV
Max |F|: 2.2 eV/A
Gap between HOMO and LUMO: 6.92 eV
M: 717.960 g/mol
DFT total energy: -94441.4412 eV
Net charge: -1
Highest occupied orbital energy: -4.44 eV


# 4
ORCA calculation (ωB97M-V/def2-TZVPD) on a molecular structure, C34H36F5FeN5P in a non-equilibrium geometry.

XYZ file:
```
82
Properties=species:S:1:pos:R:3:mulliken_charge:R:1
Fe 0.028 -0.277 -0.265 -0.345
C 3.407 -0.512 -2.868 -1.705
C 2.381 -0.246 -1.820 0.168
N 1.269 -0.873 -1.719 1.510
C 0.947 -1.995 -2.590 -1.227
C -0.439 -2.557 -2.234 -1.066
N -0.818 -2.309 -0.821 -0.093
C -0.413 -3.376 0.113 -0.788
C 0.937 -3.054 0.713 -1.101
N 0.910 -1.675 1.229 -0.141
C 0.054 -1.524 2.468 -0.948
C -1.151 -0.638 2.142 -0.726
N -0.529 0.506 1.441 0.751
C 0.319 1.275 2.031 -0.185
C 0.208 1.785 3.425 -2.011
C 1.543 1.574 1.200 0.766
C 2.636 2.356 1.528 -0.731
C 3.726 2.344 0.661 -1.353
C 3.718 1.540 -0.473 -0.562
C 2.590 0.776 -0.738 -0.003
N 1.541 0.849 0.081 1.207
H 3.780 -1.536 -2.792 0.327
H 4.254 0.165 -2.799 0.516
H 2.960 -0.405 -3.858 0.362
H 1.719 -2.762 -2.472 0.636
H 0.965 -1.694 -3.640 0.492
H -0.456 -3.626 -2.453 0.583
H -1.196 -2.088 -2.855 0.214
H -1.831 -2.262 -0.801 0.271
H -0.379 -4.349 -0.382 0.483
H -1.163 -3.444 0.902 0.410
H 1.721 -3.118 -0.042 0.355
H 1.173 -3.773 1.502 0.533
H 1.857 -1.396 1.459 0.294
H 0.651 -1.049 3.246 0.458
H -0.270 -2.497 2.840 0.496
H -1.760 -0.393 3.016 0.517
H -1.815 -1.145 1.452 0.177
H -0.725 1.477 3.889 0.395
H 0.253 2.877 3.413 0.483
H 1.040 1.445 4.047 0.460
H 2.652 2.943 2.436 0.633
H 4.596 2.948 0.883 0.484
H 4.580 1.513 -1.125 0.502
F -0.035 0.848 -3.366 -0.562
C -1.257 0.442 -2.953 0.087
C -1.516 0.298 -1.593 0.553
C -2.830 -0.024 -1.298 0.080
F -3.213 -0.157 -0.006 -0.535
C -3.805 -0.258 -2.255 0.596
F -5.037 -0.589 -1.897 -0.351
C -3.481 -0.134 -3.597 0.566
F -4.394 -0.339 -4.525 -0.354
C -2.190 0.229 -3.949 0.467
F -1.863 0.362 -5.227 -0.379
C -1.975 3.193 0.247 -1.930
P -0.803 2.739 -1.074 2.155
C 0.619 3.849 -0.858 0.587
C 1.677 3.749 -1.765 -0.552
C 2.736 4.643 -1.709 -0.961
C 2.765 5.623 -0.726 -0.778
C 1.741 5.698 0.209 -0.809
C 0.673 4.815 0.148 -0.979
C -1.639 3.426 -2.542 1.321
C -3.012 3.182 -2.660 -1.038
C -3.737 3.711 -3.714 -0.847
C -3.096 4.476 -4.680 -0.674
C -1.735 4.711 -4.578 -0.814
C -1.006 4.192 -3.517 -0.531
H -2.381 4.180 0.028 0.553
H -1.499 3.200 1.224 0.416
H -2.789 2.469 0.274 0.429
H 1.660 2.977 -2.527 0.671
H 3.533 4.581 -2.439 0.502
H 3.580 6.333 -0.693 0.453
H 1.763 6.460 0.978 0.484
H -0.126 4.908 0.872 0.417
H -3.530 2.585 -1.921 0.442
H -4.801 3.526 -3.780 0.495
H -3.660 4.895 -5.503 0.428
H -1.229 5.309 -5.325 0.476
H 0.048 4.417 -3.458 0.418
```

Values from the calculation:
Energy above the lowest of the compared OMol25 structures with the same formula, charge and spin: 38.1 kcal/mol
Lowest unoccupied orbital energy (spin up / spin down): -6.49 / -7.19 eV
Max |F|: 1.9 eV/A
Gap between HOMO and LUMO (spin up / spin down): 6.57 / 6.32 eV
M: 696.506 g/mol
DFT total energy: -100541.2463 eV
Net charge: +2
⟨S²⟩: 0.964
2S+1: 2
Highest occupied orbital energy (spin up / spin down): -13.05 / -13.51 eV